Below is C38H47Cl2IN2O4SiTa as an isolated structure, with properties calculated with ωB97M-V/def2-TZVPD.

* E_HOMO: -10.9 eV
* gap between HOMO and LUMO: 7.38 eV
* charge: +1
* electronic energy: -3451.124639 a.u.
* M: 1002.648 g mol⁻¹

Structure (XYZ):
```
96
Properties=species:S:1:pos:R:3:forces:R:3
C -0.09495 -5.69832 4.11233 -0.0150 0.0015 -0.0145
C 4.39213 1.42906 -1.56441 -0.0119 -0.0023 -0.0131
H 0.91174 5.53924 -1.73674 -0.0173 -0.0110 -0.0282
H -3.42560 1.53811 0.03851 -0.0069 -0.0130 0.0029
C 0.12765 -2.84627 -1.66909 -0.1322 0.2581 0.0973
C -1.71371 -4.34610 -2.08175 -0.0356 -0.0504 -0.0092
C -0.38761 -4.00270 -2.24340 0.0956 -0.0496 -0.0219
H 0.88898 3.97698 3.11884 0.0105 0.0082 0.0128
C 3.50970 0.95681 -0.56546 0.0039 0.0449 0.0618
C 5.40677 0.70699 0.94673 0.0021 -0.0302 0.0680
H -3.67276 2.00971 -4.14470 0.0058 0.0043 0.0178
H 0.37416 -2.03671 1.97928 -0.0251 0.0522 0.0222
H -3.58883 -3.79426 -1.19249 0.0168 -0.0047 0.0001
H 6.42758 1.95501 -2.03859 -0.0091 -0.0052 0.0076
C 0.57435 4.50257 -1.84472 0.0183 -0.0106 0.0002
C 0.73519 -4.83666 1.22729 0.0053 0.0040 0.0172
N -0.67441 -0.26067 2.02776 -0.1575 0.3288 0.0107
H 1.38401 -3.97343 1.39805 -0.0160 -0.0070 -0.0232
H 7.31395 1.35065 0.17783 -0.0139 -0.0108 -0.0043
C 1.59847 -2.68764 -1.75582 0.0661 -0.1657 -0.0162
H 0.19892 4.63304 0.77504 -0.0543 0.0513 -0.0282
C 4.07713 0.58250 0.67130 -0.0598 -0.0149 -0.0923
C -2.05234 -2.36552 -0.78917 0.1953 0.1163 0.0376
H 2.04129 -5.40497 3.86624 -0.0056 -0.0026 0.0080
H -1.01530 -0.17659 -2.84491 0.0191 0.0792 -0.0226
C 0.59875 2.29246 1.84903 0.1630 0.0300 0.0424
C 0.62574 2.92179 3.18541 -0.0818 0.0553 -0.0473
H -0.80229 -5.84218 4.92812 -0.0033 -0.0093 0.0099
H 4.55827 2.07349 -3.62104 -0.0126 0.0017 0.0085
H -1.16220 -3.81898 1.48291 0.0012 0.0685 0.0110
H 2.17418 1.71715 -4.13391 0.0189 0.0087 0.0006
C -0.87546 -3.43568 4.06931 -0.0873 -0.0207 -0.0014
H -0.00230 2.13601 -3.88848 -0.0355 -0.0004 -0.0209
C -0.71744 -1.96745 -0.96125 -0.1574 -0.1433 -0.0169
H 0.60742 -4.96586 0.15309 -0.0126 -0.0112 0.0058
H -2.00660 4.85098 -2.93718 0.0255 -0.0177 -0.0482
H 0.64025 0.91633 -2.38927 -0.0052 -0.0369 0.0201
C -1.24349 -2.13186 3.39548 0.0217 -0.0350 0.0233
H 5.80876 0.39563 1.90159 0.0017 0.0094 -0.0168
C -1.06214 2.35427 -4.02201 0.0024 -0.0496 0.0132
O -0.30634 -0.78831 -0.49743 0.2058 0.1082 -0.2123
C -3.38304 2.31113 -3.13245 -0.0009 0.0369 -0.0219
N -0.51955 -4.51793 3.34646 0.0908 0.0336 0.0055
Cl -2.32670 -5.80487 -2.77327 -0.0053 0.0062 -0.0123
H 0.27275 -4.65844 -2.79874 0.0002 0.0175 0.0071
C -1.72718 0.39978 2.52441 0.0667 -0.0014 0.0383
C -2.58667 -0.15373 3.45259 -0.0051 0.0044 0.0229
C 2.55858 1.53421 -3.13901 0.0135 -0.0094 -0.0082
H -3.73626 3.17050 -0.54109 0.0327 -0.0029 -0.0071
H 1.24967 -5.71970 1.60734 0.0028 0.0171 0.0082
I 2.79943 -0.32835 2.04867 0.0293 0.0984 0.1757
H -0.63655 6.03692 0.14795 0.0133 -0.0055 0.0057
C -2.55011 -3.53195 -1.34034 -0.0758 0.0043 0.0230
H -3.42550 0.42370 3.81498 0.0044 -0.0198 0.0106
H -0.31162 2.77989 3.71924 -0.0050 0.0021 -0.0024
C -1.83664 5.18012 -1.91556 0.0476 0.0413 0.0219
H -1.23829 -5.54668 1.69928 -0.0178 -0.0029 -0.0124
H -0.17592 -6.55511 3.44295 0.0066 0.0027 -0.0077
C 1.31689 -5.57205 4.66471 -0.0020 -0.0043 -0.0177
H 1.40757 2.40156 3.74888 -0.0011 -0.0127 0.0002
O 1.30097 2.68910 0.90301 -0.0832 -0.2390 0.0087
C -0.62092 -4.66664 1.89837 0.0083 -0.0040 0.0521
C 5.76672 1.57510 -1.26915 0.0229 0.0043 0.0174
C 3.87457 1.72376 -2.85704 -0.0157 -0.0106 0.0099
H -2.81164 2.94068 0.92894 -0.0076 -0.0425 0.0042
C -1.98580 0.30995 -2.95488 -0.0091 -0.0048 0.0360
C -2.98652 2.53203 -0.06915 0.0912 -0.0429 0.0371
H -1.37887 1.87126 -4.95247 -0.0059 0.0136 0.0132
H -1.15417 3.42780 -4.17195 -0.0122 0.0488 0.0194
H -2.37433 0.02428 -3.93840 -0.0152 -0.0007 0.0248
H -1.88251 1.40931 2.16085 0.0142 -0.0454 0.0058
C 2.12121 0.84067 -0.84644 0.2872 -0.1662 -0.1078
C -2.31951 -1.42534 3.92330 0.0026 -0.0121 -0.0272
Si -1.39193 2.49745 -1.10974 -0.3183 0.0331 0.0705
Cl -3.11701 -1.38161 0.15426 -0.0812 -0.0091 -0.0256
H 0.53379 4.28372 -2.91315 0.0076 -0.0201 0.0490
H -3.50178 3.39291 -3.06784 -0.0087 -0.0472 0.0016
H -2.79791 5.19382 -1.39605 0.0108 -0.0206 -0.0218
C 6.26082 1.23562 -0.04114 0.0039 0.0176 -0.0352
H -1.57212 4.73746 0.86388 -0.0034 -0.0012 -0.0078
O 2.27414 -1.98856 -1.04772 -0.0043 0.0540 0.0824
H 2.06826 -3.35618 -2.50285 0.0041 0.0654 -0.0472
C -0.46265 -1.51802 2.43502 0.1020 -0.1087 -0.1422
C -0.69691 4.94856 0.24537 0.0328 -0.0031 0.0105
C 1.68319 1.07547 -2.12017 -0.0900 0.0076 0.0385
H -1.48319 6.21544 -1.96683 -0.0082 -0.0155 0.0178
H 1.37459 -4.74618 5.37174 0.0000 0.0025 -0.0018
H 1.33838 3.86283 -1.39571 -0.0143 0.0347 -0.0082
H -2.66143 -0.10541 -2.20586 0.0262 -0.0133 0.0183
C -0.79058 4.33514 -1.16378 -0.0454 0.0181 -0.0159
H -2.91632 -1.87863 4.70371 0.0094 0.0037 0.0007
H -4.09087 1.85105 -2.44090 0.0160 0.0050 -0.0195
O -0.91035 -3.43400 5.29029 0.0137 -0.0040 -0.0225
C -1.93883 1.84066 -2.86874 0.0341 0.0799 -0.0050
H 1.59422 -6.48781 5.18760 -0.0083 0.0149 0.0049
Ta 0.33284 0.86661 0.27425 -0.0738 -0.3266 -0.1260
```
Forces are in eV/Å.